Entry 1:
Computed, not measured: 8 unconnected molecules or ions with the total composition C22H41Cl2FO21 at a distorted geometry, with wB97M-V/def2-TZVPD.

Each line ends with the Mulliken charge.
CARTESIAN COORDINATES (ANGSTROEM)
1 O -5.6310 3.1424 -1.8346  -0.5224
2 C -4.4620 3.1850 -1.6998  0.6932
3 O -3.5983 2.2485 -2.1559  -0.4003
4 C -2.2744 2.7064 -1.9186  0.5782
5 C -2.4726 3.7567 -0.8302  1.0204
6 F -1.6213 4.8241 -1.0324  -0.3336
7 O -3.7876 4.2002 -1.0861  -0.3579
8 H -1.5723 1.9223 -1.6422  -0.3217
9 H -1.8592 3.2117 -2.7962  -0.0195
10 H -2.3244 3.4729 0.2068  -0.4219
11 C 1.4779 2.4732 -3.3962  -0.3778
12 O 0.7842 3.3867 -4.2385  -0.3532
13 C -0.0163 2.8423 -5.1481  0.9302
14 O -0.1074 1.6846 -5.4322  -0.6061
15 O -0.7318 3.8243 -5.6867  -0.3602
16 C -1.7012 3.4312 -6.6680  -0.6841
17 H 1.8205 1.5998 -3.9499  0.4088
18 H 0.8701 2.1395 -2.5571  0.0274
19 H 2.3546 2.9963 -3.0201  0.1700
20 H -2.6998 3.4855 -6.2290  0.2487
21 H -1.5048 2.4284 -7.0322  0.3546
22 H -1.6737 4.1746 -7.4623  0.2368
23 C 2.8553 4.0086 -0.0700  -0.3172
24 O 4.1205 3.9034 -0.7269  -0.3270
25 C 4.7870 2.7742 -0.5486  0.9053
26 O 4.3568 1.7609 -0.0610  -0.5319
27 O 5.9711 2.9294 -1.1138  -0.3702
28 C 6.8753 1.8312 -1.0195  -0.5574
29 H 2.6337 5.0249 0.2178  0.2838
30 H 2.7510 3.2637 0.7160  0.1829
31 H 2.1244 3.6164 -0.7883  0.0207
32 H 7.0514 1.5934 0.0272  0.3225
33 H 7.7804 2.1379 -1.5284  0.2408
34 H 6.4573 0.9624 -1.5271  0.1897
35 C -3.2803 -3.6960 2.1459  -0.7642
36 O -3.0231 -3.5271 0.7672  -0.3432
37 C -1.7666 -3.5096 0.3514  1.0531
38 O -0.7730 -3.5351 1.0292  -0.6134
39 O -1.8256 -3.4850 -0.9719  -0.3770
40 C -0.6446 -3.6232 -1.7725  -0.6594
41 H -4.2868 -4.0850 2.2719  0.3367
42 H -3.1993 -2.7665 2.7088  0.2311
43 H -2.6224 -4.4126 2.6406  0.3656
44 H 0.1542 -3.9749 -1.1193  0.3743
45 H -0.3518 -2.6840 -2.2383  0.1590
46 H -0.8697 -4.3380 -2.5587  0.2928
47 C -1.5247 -2.4439 8.9404  -0.6610
48 O -0.6531 -2.5413 7.8168  -0.3568
49 C -1.2005 -2.2890 6.6454  0.7961
50 O -2.3289 -1.9285 6.4596  -0.5887
51 O -0.3022 -2.5311 5.7133  -0.4003
52 C -0.6878 -2.2610 4.3548  -0.3661
53 H -1.5583 -1.4397 9.3600  0.2724
54 H -1.1710 -3.1412 9.6926  0.2325
55 H -2.5269 -2.7226 8.6155  0.3309
56 H -1.7677 -2.2983 4.2543  0.2017
57 H -0.1900 -2.9939 3.7302  0.2448
58 H -0.3504 -1.2530 4.1392  0.2682
59 C 3.4022 -5.4703 -2.0130  -0.6985
60 O 3.7688 -4.1800 -2.4557  -0.3660
61 C 3.6173 -3.1650 -1.6001  0.9287
62 O 3.2137 -3.2534 -0.4733  -0.5800
63 O 3.9817 -2.0524 -2.2256  -0.3562
64 C 3.9545 -0.8332 -1.4427  0.0516
65 H 4.2470 -6.1307 -2.2260  0.2781
66 H 2.5711 -5.8439 -2.6088  0.2432
67 H 3.2047 -5.5568 -0.9483  0.3414
68 H 3.1778 -0.9605 -0.6956  -0.1309
69 H 3.6621 -0.0708 -2.1562  0.1689
70 H 4.9307 -0.6734 -1.0032  0.0987
71 C -4.4283 -0.4202 -0.1893  -0.8857
72 O -3.2877 -0.2879 0.6588  -0.0201
73 C -3.1591 0.8763 1.2627  0.5142
74 O -3.8915 1.8251 1.1757  -0.6286
75 O -2.0476 0.8076 1.9839  0.0355
76 C -1.6847 1.9244 2.8139  -0.7535
77 H -5.2937 0.0832 0.2381  0.4229
78 H -4.6264 -1.4729 -0.3522  0.2458
79 H -4.2172 0.0477 -1.1530  0.2553
80 H -2.2822 1.8853 3.7273  0.3059
81 H -1.7901 2.8765 2.3061  0.2342
82 H -0.6782 1.6578 3.1111  0.2767
83 Cl 1.2965 1.0185 1.6497  -0.2764
84 C 0.6076 -0.3423 0.7202  0.1225
85 Cl 0.3296 -0.0026 -0.9832  -0.0492
86 H 1.4323 -1.0445 0.7450  0.3794
87 H -0.2938 -0.7043 1.1895  -0.1387

Its HOMO energy is -10.95 eV. Its gap between HOMO and LUMO is 11.42 eV. Its SMILES is O=C1OC[C@@H](F)O1.COC(=O)OC.COC(=O)OC.COC(=O)OC.COC(=O)OC.COC(=O)OC.COC(=O)OC.ClCCl.

---

Entry 2:
Computed, not measured: a molecular structure, C22H41ClMnN8PS, with wB97M-V/def2-TZVPD.

Each line ends with the Mulliken charge.
CARTESIAN COORDINATES (ANGSTROEM)
1 Mn -1.3899 0.2686 0.7963  0.5095
2 N -3.2559 3.3182 3.3543  0.1260
3 C -2.7360 2.0899 3.2990  -0.4307
4 N -2.4938 1.7806 2.0389  0.2164
5 C -2.8848 2.8980 1.3670  -0.1023
6 N -3.3512 3.8594 2.1249  -0.7247
7 C -2.7096 2.9854 -0.0832  0.3982
8 C -3.2414 4.0104 -0.8585  -0.3442
9 N -3.0288 4.0674 -2.1641  -0.5737
10 C -2.2799 3.1016 -2.6907  -0.5908
11 C -1.7612 2.0696 -1.9243  -0.4025
12 N -1.9814 2.0071 -0.6125  0.5776
13 H -3.5349 3.8476 4.1638  0.2026
14 H -2.5443 1.4677 4.1553  0.3893
15 H -3.8453 4.7843 -0.4021  0.4929
16 H -2.0856 3.1488 -3.7546  0.4051
17 H -1.1481 1.2960 -2.3630  0.4528
18 C -2.9438 -1.8150 3.6119  -1.3106
19 P -2.7676 -1.4875 1.8289  1.1118
20 C -2.5891 -3.1946 1.2053  -1.1450
21 C -4.4986 -1.1051 1.3792  -1.3770
22 H -3.7243 -2.5603 3.7727  0.4563
23 H -3.1997 -0.9004 4.1460  0.2915
24 H -2.0007 -2.1786 4.0145  0.3792
25 H -3.4334 -3.8025 1.5348  0.4180
26 H -1.6696 -3.6292 1.5989  0.3731
27 H -2.5370 -3.2100 0.1185  0.1019
28 H -5.1815 -1.8911 1.7070  0.4515
29 H -4.5820 -0.9870 0.2989  0.2723
30 H -4.7910 -0.1634 1.8455  0.2955
31 C 5.1571 -3.5423 -0.1744  -1.1696
32 C 4.4574 -2.7561 -1.2779  -0.2980
33 C 2.9343 -2.7792 -1.1778  -0.5482
34 C 2.3851 -2.2327 0.1339  -0.9152
35 N 2.8474 -0.8791 0.4228  -0.0305
36 C 2.2273 0.2487 0.0612  -0.0137
37 S 0.7854 0.2276 -0.8530  0.0025
38 N 2.8093 1.3928 0.4325  -0.1533
39 C 2.3216 2.7312 0.1114  -0.6787
40 C 2.7727 3.2538 -1.2477  -0.4329
41 C 4.2581 3.5892 -1.3771  -0.6689
42 C 5.2023 2.3881 -1.4015  -0.9525
43 H 6.2297 -3.6028 -0.3558  0.3755
44 H 4.7725 -4.5628 -0.1162  0.2839
45 H 5.0234 -3.0869 0.8100  0.2751
46 H 4.7444 -3.1650 -2.2485  0.3826
47 H 4.8073 -1.7188 -1.2765  0.1170
48 H 2.5761 -3.8079 -1.2838  0.4549
49 H 2.5016 -2.1997 -1.9968  0.1816
50 H 2.6840 -2.8553 0.9780  0.6795
51 H 1.2968 -2.2074 0.1047  0.0466
52 H 3.7364 -0.7951 0.8922  0.2908
53 H 3.6868 1.3329 0.9231  0.3322
54 H 2.6625 3.3910 0.9118  0.6350
55 H 1.2331 2.6926 0.1491  -0.0637
56 H 2.1914 4.1585 -1.4467  0.4441
57 H 2.4859 2.5219 -2.0088  0.2020
58 H 4.5484 4.2723 -0.5724  0.2905
59 H 4.3908 4.1472 -2.3062  0.3486
60 H 5.3398 1.9408 -0.4159  0.1933
61 H 6.1921 2.6835 -1.7489  0.4174
62 H 4.8317 1.6104 -2.0734  0.2275
63 C -3.3991 -3.4865 -2.8180  -1.2073
64 C -2.8914 -2.0788 -3.1411  -0.4431
65 C -2.4038 -1.3916 -1.9437  0.1722
66 N -2.0341 -0.8867 -0.9838  0.0033
67 H -3.7587 -3.9585 -3.7296  0.3768
68 H -4.2195 -3.4508 -2.1026  0.3224
69 H -2.6022 -4.1016 -2.4033  0.3274
70 H -3.6824 -1.4651 -3.5749  0.2775
71 H -2.0734 -2.1120 -3.8620  0.3098
72 Cl -0.3704 0.0940 3.9995  -0.2919
73 C 0.0873 0.1298 2.2224  -0.9803
74 H 0.7041 -0.7610 2.1054  0.4009
75 H 0.7415 1.0014 2.1517  0.5570

Its charge is +1. Its HOMO energy (spin up / spin down) is -10.46 / -9.82 eV. The multiplicity is 2. Its gap between HOMO and LUMO (spin up / spin down) is 7.75 / 7.13 eV.